{"formula": "C22H57NO6P", "method": "ωB97M-V/def2-TZVPD", "species": ["P", "C", "C", "C", "C", "C", "C", "C", "C", "C", "C", "C", "C", "N", "C", "C", "C", "C", "H", "H", "H", "H", "H", "H", "H", "H", "H", "H", "H", "H", "H", "H", "H", "H", "H", "H", "H", "H", "H", "H", "H", "H", "H", "H", "H", "H", "H", "H", "H", "H", "H", "C", "O", "H", "H", "H", "H", "C", "O", "H", "H", "H", "H", "C", "O", "H", "H", "H", "H", "C", "O", "H", "H", "H", "H", "C", "O", "H", "H", "H", "H", "C", "O", "H", "H", "H", "H"], "xyz": [[-0.0433, -4.7650, 3.5443], [-1.5457, -5.0850, 2.4026], [-1.4812, -4.2346, 0.9668], [-2.4704, -2.8926, 1.1034], [-2.6439, -2.0900, -0.3281], [-4.1675, -1.4937, -0.4185], [-4.3012, 0.0769, 0.1427], [-4.5291, 0.1717, 1.7568], [-3.1864, 0.2024, 2.6824], [-1.8179, 0.7190, 1.9494], [-0.5682, 1.0372, 3.0034], [0.5262, -0.1923, 3.0127], [1.8360, 0.0995, 2.0156], [1.4616, -0.0914, 0.5528], [1.7234, -1.2654, -0.3754], [1.0703, -0.9932, -1.8691], [0.3604, 0.5016, -1.8626], [0.7146, 0.9103, -0.3101], [-0.1899, -3.3172, 3.4779], [-0.8935, -4.7800, 4.7384], [0.0902, -6.2137, 3.7324], [0.8886, -4.7649, 2.4433], [1.1124, -4.6415, 4.4424], [-1.6091, -6.2409, 2.2296], [-2.5202, -4.7329, 2.9512], [-0.3802, -3.7769, 0.9154], [-1.7358, -4.8899, 0.0310], [-3.5281, -3.2591, 1.5110], [-1.9703, -2.2245, 1.9244], [-1.7920, -1.3214, -0.5609], [-2.5634, -2.9298, -1.1724], [-4.4306, -1.4106, -1.5799], [-4.9910, -2.1420, 0.1009], [-3.4544, 0.7537, -0.2959], [-5.3122, 0.4692, -0.3585], [-5.2841, 1.0663, 1.9928], [-5.1292, -0.8129, 2.0672], [-3.4021, 0.9810, 3.5622], [-2.9877, -0.8280, 3.2522], [-1.4264, -0.1374, 1.2489], [-2.0157, 1.6611, 1.2686], [-0.9553, 1.3515, 4.0642], [0.0021, 1.9754, 2.5393], [-0.0303, -1.1797, 2.6398], [0.8862, -0.3547, 4.1387], [2.3696, 1.1168, 2.2473], [2.6139, -0.7674, 2.2779], [2.2872, -2.2696, -0.1088], [1.0519, -1.6879, -2.8170], [-0.2205, 1.0805, -2.6973], [0.3961, 1.9302, 0.1808], [3.3811, 3.2890, -1.0679], [4.2704, 2.3835, -0.4407], [3.8774, 3.7313, -1.9350], [2.4866, 2.7541, -1.3964], [3.1083, 4.0795, -0.3646], [3.8027, 2.0073, 0.3243], [-3.7366, 4.0290, 1.4715], [-2.5125, 4.4502, 0.8983], [-4.2582, 3.3836, 0.7608], [-3.5371, 3.4703, 2.3892], [-4.3566, 4.9016, 1.6908], [-2.0725, 5.0207, 1.5513], [5.6214, -2.5997, -0.4676], [5.5213, -1.5529, 0.4803], [5.7123, -3.5510, 0.0620], [4.7233, -2.6161, -1.0899], [6.5063, -2.4457, -1.0899], [5.4419, -0.7221, -0.0187], [-6.0786, -2.1302, -4.1719], [-6.1787, -1.0833, -3.2241], [-5.9877, -3.0815, -3.6423], [-6.9767, -2.1466, -4.7943], [-5.1937, -1.9761, -4.7942], [-6.2581, -0.2526, -3.7231], [4.2095, 3.1769, -5.0397], [4.3132, 1.8624, -4.5241], [4.2582, 3.1356, -6.1304], [3.2552, 3.6141, -4.7360], [5.0368, 3.7833, -4.6630], [4.2670, 1.9309, -3.5553], [7.0059, 5.6595, -2.5216], [6.2404, 5.8414, -3.6986], [6.5160, 4.9140, -1.8909], [8.0061, 5.3084, -2.7870], [7.0722, 6.6057, -1.9791], [6.6994, 6.5077, -4.2379]], "atomic_forces_ev_per_a": [[0.0, -1.1, 1.3], [-1.6, 0.4, -1.8], [0.1, 0.9, 1.5], [0.6, -0.8, -0.3], [-1.0, -1.7, 0.3], [0.7, 1.8, -1.3], [-1.4, -0.6, -0.6], [-0.6, -0.8, -0.1], [0.3, 0.9, 1.3], [0.3, -0.4, 0.0], [0.2, 0.5, -1.4], [-0.4, 0.3, 0.3], [-0.1, -1.9, 1.2], [-1.4, 0.0, -5.8], [-2.0, 1.7, -3.1], [-0.1, 2.9, 3.8], [3.7, -3.4, 5.8], [-0.5, -0.7, -1.9], [-0.2, 0.7, -0.4], [-0.4, 0.2, 0.2], [0.2, -0.5, -0.2], [0.2, 0.0, -0.8], [0.2, 0.4, 0.1], [0.1, 2.1, 0.2], [1.6, -0.7, -0.9], [-2.1, -1.2, -0.3], [0.5, 1.4, 1.6], [2.2, 0.9, -1.0], [-1.0, -1.3, -1.5], [-1.8, -1.2, 0.6], [-0.1, 1.8, 1.7], [0.4, -0.2, 2.6], [1.8, 1.0, -0.9], [-1.4, -1.3, 1.1], [2.1, -0.7, 1.1], [1.9, -1.7, -0.4], [1.2, 2.1, -0.7], [0.4, -1.6, -1.7], [-0.4, 2.2, -1.5], [-0.8, 1.7, 1.2], [0.3, -1.8, 1.5], [0.7, -0.8, -2.0], [-1.2, -1.7, 1.2], [1.5, 2.0, 0.9], [-0.5, 0.2, -2.6], [-1.3, -1.7, -0.8], [-1.6, 1.9, -0.8], [-1.4, 2.6, -0.2], [0.3, 1.3, 2.5], [1.4, -1.2, 2.1], [0.7, -2.4, -0.9], [-0.3, -0.1, 0.1], [0.2, -0.3, 0.4], [0.1, 0.0, 0.1], [-0.1, 0.2, -0.1], [-0.1, 0.2, -0.2], [0.2, 0.0, -0.5], [0.0, 0.0, 0.2], [0.5, 0.4, 0.1], [0.2, 0.1, 0.1], [-0.3, -0.1, 0.0], [-0.2, -0.1, 0.1], [-0.2, -0.4, -0.4], [-0.1, 0.1, -0.1], [0.0, 0.5, 0.0], [0.0, 0.2, 0.0], [0.1, -0.2, -0.1], [0.0, -0.2, -0.2], [0.0, -0.4, 0.3], [0.0, 0.2, -0.1], [-0.2, 0.6, -0.1], [0.0, 0.2, 0.0], [0.0, -0.2, -0.1], [0.0, -0.2, -0.1], [0.1, -0.4, 0.4], [0.1, 0.0, 0.3], [0.0, -0.3, 0.4], [0.0, -0.1, 0.2], [0.0, 0.2, -0.1], [-0.1, 0.3, -0.2], [0.0, -0.2, -0.5], [0.1, 0.1, 0.0], [0.0, 0.3, -0.5], [0.0, 0.1, -0.2], [0.1, 0.0, 0.3], [0.1, -0.1, 0.2], [-0.4, -0.4, 0.3]], "energy_ev": -46785.781, "gap_ev": 4.919, "total_charge": -1, "homo_ev": -3.005}